Record 1
{"formula": "C3H7N2O", "method": "ωB97M-V/def2-TZVPD", "elements": ["O", "N", "N", "C", "C", "C", "H", "H", "H", "H", "H", "H", "H"], "xyz": [[-0.25767, -1.12087, 0.46003], [-1.75176, 0.54139, -0.25170], [1.62454, 0.10818, -0.29308], [-0.84876, 1.18511, 0.30204], [0.37762, -0.05371, 0.68501], [-1.50689, -0.83493, -0.28853], [1.35890, 0.34978, -1.18537], [-2.12606, -1.52394, 0.22004], [2.39889, 0.78574, -0.16810], [0.81949, 0.13036, 1.63047], [-1.39840, -1.04092, -1.27653], [-0.83039, 2.29685, 0.35003], [2.14048, -0.82304, -0.18430]], "forces_ev_per_angstrom": [[-0.65, -2.09, -0.84], [-0.98, 0.19, 0.75], [2.55, -1.66, 2.44], [2.33, -0.91, -0.04], [-0.25, 6.01, 0.15], [0.38, 0.20, 1.88], [-1.11, -0.30, -3.05], [-1.57, -0.11, 0.20], [-0.72, 0.10, 1.08], [0.28, -0.37, 1.08], [0.48, -1.34, -2.96], [0.28, -0.97, 0.28], [-1.03, 1.25, -0.97]], "multiplicity": 1, "homo_energy_ev": -15.142, "homo_lumo_gap_ev": 11.236, "fmax_ev_per_a": 6.02, "relative_energy_kcal_mol": 71.5, "smiles": "[NH3+][C@H]1C=NCO1", "charge": 1}

=====

Record 2
{"formula": "C5H8OS", "method": "ωB97M-V/def2-TZVPD", "elements": ["S", "O", "C", "C", "C", "C", "C", "H", "H", "H", "H", "H", "H", "H", "H"], "xyz": [[0.81368, -1.92203, 1.84970], [-1.00391, 0.28121, -0.59344], [0.41594, -0.35895, 0.86501], [1.31541, 1.25430, -0.97696], [-1.70184, -0.34307, 0.46984], [-0.64693, -1.41354, 0.81890], [0.42806, 0.03203, -0.60558], [1.12166, 1.96084, -0.12367], [0.59496, -0.88527, -1.19119], [2.34684, 1.04736, -1.11942], [-2.68643, -0.70908, -0.02551], [-2.08538, 0.30652, 1.29170], [-0.16787, -1.92062, -0.16268], [0.27118, 0.65814, 1.36976], [0.98461, 2.01216, -1.86646]], "forces_ev_per_angstrom": [[-1.03, 2.07, -0.22], [-0.16, 1.86, -1.49], [2.26, 0.16, 0.85], [-3.30, 2.77, -0.43], [-3.00, -1.94, -0.54], [2.32, -0.11, -2.04], [0.76, -0.28, 0.18], [0.81, -0.54, -0.50], [0.42, 0.71, -0.41], [0.78, -0.46, 0.15], [1.63, 0.14, 0.76], [1.01, -0.23, -0.34], [-2.98, 0.38, 2.09], [0.06, -2.02, 0.32], [0.42, -2.50, 1.62]], "multiplicity": 1, "homo_energy_ev": -9.054, "homo_lumo_gap_ev": 9.685, "fmax_ev_per_a": 4.33, "relative_energy_kcal_mol": 114.5, "smiles": "C[C@@H]1OC[C@@H]2S[C@@H]12"}

=====

Record 3
{"formula": "C4H8N2O", "method": "ωB97M-V/def2-TZVPD", "elements": ["O", "N", "N", "C", "C", "C", "C", "H", "H", "H", "H", "H", "H", "H", "H"], "xyz": [[2.13035, -1.57936, 0.37960], [-0.53213, 0.69316, 0.07995], [1.97144, 0.06728, -1.22418], [-1.80738, 0.81264, 0.75977], [0.44992, -0.16293, 0.72041], [-1.69836, 0.04013, -0.49932], [1.58192, -0.51473, -0.09653], [0.79165, 0.27936, 1.66280], [-1.74971, -1.04447, -0.42437], [-2.25598, 1.80427, 0.77080], [-2.05997, 0.46289, -1.43481], [1.07162, -1.57240, 1.02247], [1.45907, 0.88633, -1.52068], [-1.93133, 0.23586, 1.67546], [2.57889, -0.40802, -1.87139]], "forces_ev_per_angstrom": [[-0.29, -0.04, 0.21], [0.19, 0.01, 0.02], [-0.07, -0.05, 0.05], [-0.11, 0.09, 0.20], [-0.03, 0.23, -0.07], [-0.15, -0.15, -0.21], [-0.23, 0.15, -0.03], [0.02, -0.11, -0.12], [0.04, 0.14, 0.02], [0.09, -0.19, -0.04], [0.07, -0.06, 0.18], [0.38, -0.05, -0.23], [0.08, -0.09, 0.06], [0.03, 0.08, -0.13], [-0.01, 0.05, 0.08]], "multiplicity": 1, "homo_energy_ev": -7.536, "homo_lumo_gap_ev": 8.453, "fmax_ev_per_a": 0.44, "relative_energy_kcal_mol": 102.4}